1.
Formula: C4H12O2
Source: the Open Molecules 2025 dataset
Level of theory: ωB97M-V/def2-TZVPD

The orbital gap comes out at 10.55 eV. For the energy above the lowest of the compared OMol25 structures with the same formula, charge and spin, the calculation gives 37.0 kcal/mol. Its HOMO energy is -0.3671 Eh. The calculated total energy is -310.01389 Eh. The structure (SMILES) is CC[C@@H](C)O.O. The LUMO energy comes out at 0.56 eV.

The geometry in XYZ format:
```
18
C4H12O2 ωB97M-V/def2-TZVPD
C 2.910 0.509 0.335
C 1.579 0.917 -0.265
C 0.174 0.621 0.195
C -0.874 1.529 -0.454
O -0.147 -0.770 -0.185
H 3.771 1.176 0.229
H 2.726 0.514 1.436
H 2.997 -0.507 -0.162
H 1.514 0.542 -1.256
H 1.576 2.071 -0.347
H 0.036 0.795 1.221
H -1.966 1.530 0.135
H -0.924 1.363 -1.632
H -0.393 2.571 -0.434
H -0.850 -1.199 0.294
O -3.040 -2.330 0.222
H -2.997 -2.267 1.221
H -2.721 -3.251 0.130
```

=====

2.
Formula: C4H12O2
Source: the Open Molecules 2025 dataset
Level of theory: ωB97M-V/def2-TZVPD

The orbital gap comes out at 10.61 eV. For the energy above the lowest of the compared OMol25 structures with the same formula, charge and spin, the calculation gives 23.8 kcal/mol. Its HOMO energy is -0.3658 Eh. The calculated total energy is -310.03506 Eh. The structure (SMILES) is CCCOC.O. The LUMO energy comes out at 0.66 eV.

The geometry in XYZ format:
```
18
C4H12O2 ωB97M-V/def2-TZVPD
C 2.192 0.447 0.988
C 1.386 -0.066 -0.237
C -0.009 -0.508 0.176
O 0.068 -1.586 1.073
C -1.260 -1.862 1.364
H 2.208 -0.214 1.871
H 1.875 1.454 1.309
H 3.215 0.515 0.581
H 1.243 0.737 -0.985
H 2.120 -0.785 -0.650
H -0.558 0.306 0.688
H -0.531 -0.719 -0.777
H -1.233 -2.841 1.871
H -1.927 -1.938 0.488
H -1.679 -1.117 2.061
O -2.688 2.716 -3.030
H -2.684 2.750 -4.013
H -1.737 2.712 -2.778
```

=====

3.
Formula: C4H12O2
Source: the Open Molecules 2025 dataset
Level of theory: ωB97M-V/def2-TZVPD

The orbital gap comes out at 11.29 eV. For the energy above the lowest of the compared OMol25 structures with the same formula, charge and spin, the calculation gives 3.3 kcal/mol. Its HOMO energy is -0.3884 Eh. The calculated total energy is -310.06765 Eh. The structure (SMILES) is CCCCO.O. The LUMO energy comes out at 0.72 eV.

The geometry in XYZ format:
```
18
C4H12O2 ωB97M-V/def2-TZVPD
C -2.330 -0.036 2.370
C -1.380 -0.775 1.447
C -1.113 -0.020 0.151
C -0.139 -0.776 -0.745
O 0.584 0.083 -1.643
H -2.581 -0.573 3.284
H -1.964 0.964 2.603
H -3.277 0.144 1.841
H -1.724 -1.789 1.216
H -0.434 -0.996 1.957
H -0.710 0.966 0.390
H -2.033 0.108 -0.421
H 0.616 -1.292 -0.142
H -0.649 -1.524 -1.331
H 0.171 0.037 -2.510
O 3.843 1.343 -1.337
H 2.885 1.316 -1.489
H 4.088 0.410 -1.445
```

=====

4.
Formula: C4H12O3
Source: the Open Molecules 2025 dataset
Level of theory: ωB97M-V/def2-TZVPD

The orbital gap comes out at 10.53 eV. For the energy above the lowest of the compared OMol25 structures with the same formula, charge and spin, the calculation gives 24.5 kcal/mol. Its HOMO energy is -0.3652 Eh. The calculated total energy is -385.28276 Eh. The structure (SMILES) is C[C@H](O)CCO.O. The LUMO energy comes out at 0.59 eV.

The geometry in XYZ format:
```
19
C4H12O3 ωB97M-V/def2-TZVPD
C 1.779 -0.395 -1.713
C 1.031 -0.006 -0.429
O 1.066 1.449 -0.355
C 1.819 -0.412 0.843
C 0.964 -0.404 2.075
O 0.525 0.933 2.405
H 2.438 0.433 -1.923
H 1.093 -0.643 -2.520
H 2.280 -1.358 -1.583
H -0.023 -0.281 -0.368
H 0.477 1.944 -0.945
H 2.470 -1.279 0.675
H 2.680 0.273 0.873
H 0.045 -0.993 1.989
H 1.457 -0.658 3.017
H 0.396 1.490 1.636
O -5.938 -0.894 -2.227
H -5.628 -0.555 -1.373
H -6.090 -1.818 -1.944
```

=====

5.
Formula: C4H12O3
Source: the Open Molecules 2025 dataset
Level of theory: ωB97M-V/def2-TZVPD

The orbital gap comes out at 10.23 eV. For the energy above the lowest of the compared OMol25 structures with the same formula, charge and spin, the calculation gives 33.5 kcal/mol. Its HOMO energy is -0.3552 Eh. The calculated total energy is -385.26840 Eh. The structure (SMILES) is C[C@H](O)CCO.O. The LUMO energy comes out at 0.57 eV.

The geometry in XYZ format:
```
19
C4H12O3 ωB97M-V/def2-TZVPD
C 0.557 -1.565 1.647
C 0.893 -0.330 0.733
O 0.083 0.766 1.153
C 0.320 -0.550 -0.658
C 0.667 0.612 -1.738
O -0.520 0.898 -2.437
H 0.653 -1.358 2.693
H 1.138 -2.516 1.487
H -0.518 -1.732 1.559
H 1.918 0.021 0.707
H -0.191 0.687 2.197
H 0.549 -1.556 -0.972
H -0.781 -0.702 -0.717
H 0.916 1.520 -1.187
H 1.454 0.216 -2.475
H -1.166 1.011 -1.824
O -2.149 1.242 -0.230
H -1.224 1.263 0.165
H -2.600 2.075 -0.106
```

=====

6.
Formula: C4H12O3
Source: the Open Molecules 2025 dataset
Level of theory: ωB97M-V/def2-TZVPD

The orbital gap comes out at 10.79 eV. For the energy above the lowest of the compared OMol25 structures with the same formula, charge and spin, the calculation gives 21.1 kcal/mol. Its HOMO energy is -0.3706 Eh. The calculated total energy is -385.28806 Eh. The structure (SMILES) is C[C@@H](O)CCO.O. The LUMO energy comes out at 0.71 eV.

The geometry in XYZ format:
```
19
C4H12O3 ωB97M-V/def2-TZVPD
C -1.253 -0.363 0.181
C -0.025 0.471 -0.075
O -0.006 1.630 0.746
C 1.344 -0.248 -0.044
C 1.281 -1.715 -0.553
O 2.555 -2.129 -1.032
H -2.089 -0.197 -0.513
H -1.135 -1.416 -0.072
H -1.575 -0.331 1.216
H -0.022 0.796 -1.135
H 0.823 2.111 0.535
H 1.746 -0.122 0.973
H 2.088 0.221 -0.688
H 0.628 -1.657 -1.427
H 0.946 -2.368 0.252
H 3.023 -2.493 -0.277
O -2.817 2.916 0.748
H -3.556 2.337 0.563
H -1.957 2.557 0.601
```